(1)
Density functional theory data (ωB97M-V/def2-TZVPD) for a molecular structure, C15H22N2OPSr.

```
! RIJCOSX wB97M-V def2-TZVPD def2/J DEFGRID3
* xyz -1 1
C 0.0072 0.7140 1.8102
H 2.4386 1.1829 4.3487
H -0.2378 -0.6141 5.7613
Sr 1.2998 0.8732 -1.2396
C 0.4346 -0.8035 3.6961
C -0.9115 -0.0612 0.9219
C -0.4277 -1.2318 4.8749
H -1.5972 -0.1583 -5.9155
H 2.1006 2.4901 3.1698
C 0.8672 -2.3080 -5.0842
H -1.4487 -3.2989 0.0284
H -0.1914 -2.2731 5.1270
H 0.4964 1.0244 -4.6907
C -1.1105 0.4684 -0.3758
P -0.3315 3.0785 -2.7680
H 0.3162 4.3616 -2.8137
H 1.3831 -3.2668 -5.0594
H -0.2823 2.5100 3.7859
H -0.8433 3.1529 -4.1080
N 0.0106 0.5218 3.1622
O 0.8439 1.4613 1.1947
C -0.4092 -2.0648 -5.6797
H 1.9399 2.7953 4.9080
H 0.0127 1.3012 5.0690
H -0.7552 -2.2400 -2.1865
H 2.3693 -0.8803 -4.2028
C -1.2078 -1.4246 1.1055
N -0.8210 -0.3131 -1.4331
C -0.7041 -0.6810 -5.5614
C 1.7958 2.0433 4.1241
H -1.5000 -1.1807 4.6446
H 0.3783 -1.5528 2.8971
H -1.0497 -2.8032 -6.1621
H 1.4862 -0.7379 4.0346
C -0.9170 -1.6556 -1.2752
C -1.2237 -2.2261 -0.0359
H -1.5360 3.5471 -2.1496
C 0.3882 -0.0457 -4.9030
H -1.3307 1.5221 -0.5774
C 1.3784 -1.0593 -4.6225
H -1.4445 -1.8173 2.0990
C 0.3339 1.6500 4.0809
*
```

As for the strongest force on any atom: 5.23 eV Å⁻¹. For the HOMO energy (alpha / beta), the calculation gives -0.0415 / -0.0467 hartree. The value obtained for the energy is -1141.430657 a.u.



(2)
Density functional theory data (ωB97M-V/def2-TZVPD) for a molecular structure, C29H54AlBBeCl3Cs2N4O18P2.

```
! RIJCOSX wB97M-V def2-TZVPD def2/J DEFGRID3
* xyz 1 1
H 1.4476 -0.8915 -2.2051
P -3.6164 -3.8753 1.5204
H 1.7094 2.6792 3.8483
C -4.3491 3.0222 0.3807
C 1.1411 0.1535 -2.2848
H -4.9451 -2.0552 -1.7377
O 8.2645 1.0618 3.8546
P 3.6367 -0.0854 -1.1016
N -7.8991 4.9868 1.5355
Cl 2.5500 1.8143 1.8234
H 2.4637 -6.6646 -2.6517
C -5.6300 3.8749 0.7329
H -6.8245 -1.7411 -0.1052
O 5.0104 0.7703 -1.1255
O 7.1520 2.0865 5.5376
C -5.8220 5.9906 -4.2864
H -8.8334 5.3694 1.6674
H 7.1356 -5.0400 -2.3677
H 1.7979 1.3657 -0.6287
C 3.1262 4.1353 3.1365
H -5.2533 -3.8179 2.8716
C 4.1917 -6.1921 -3.8169
O -2.5819 -5.1266 1.8215
H 4.1255 2.1383 0.2777
C -0.2634 0.4338 -1.7028
Cs -2.0697 3.9618 -0.7751
H -5.4800 8.1391 -3.9007
N -9.2977 3.4955 0.3603
H -1.5566 -2.6957 1.2933
H -0.6334 1.3922 -2.0749
H 3.5308 4.5131 2.1990
C 3.9436 -5.9227 -1.2683
H 4.5418 -3.2050 0.6096
H -5.6179 4.7809 0.1194
C 3.4737 -6.2800 -2.5512
C 5.3551 -5.3803 -1.2320
Cl 4.4467 3.4014 4.0613
O 5.8747 -4.9507 -0.2200
H -9.3585 2.5135 0.6395
Be -6.7196 2.2186 2.8509
C 5.0830 1.9270 -0.2206
H 4.1834 -7.0964 -7.0014
N -5.4172 -1.2277 1.2813
C 2.0288 3.1298 2.9121
O 4.6868 -7.1171 -7.8342
O -4.6717 -4.3013 0.5752
O 3.6179 -6.4719 -4.8427
H -4.5525 7.5073 -5.2724
C -5.5053 7.4571 -4.7487
H 6.5219 2.7582 1.1781
H -6.8507 6.0295 -3.8775
H -5.1454 1.4730 -0.9146
H -2.4782 1.1685 -0.1611
H 1.1620 3.5956 2.4432
H -6.9773 2.3061 1.0264
H -3.9227 3.5017 -0.5798
H -3.2469 0.2904 1.1598
H 3.3641 -2.9403 1.9692
H 7.0812 1.3124 0.3120
C 4.3692 -1.0781 1.2413
H -3.1626 -5.8133 2.1826
H 5.3326 -0.8485 0.7865
H 7.4389 -1.9174 1.7977
H -3.5342 3.1418 1.1628
H 2.6145 1.8799 -2.1024
C -3.3505 0.5548 0.0990
Cl -0.8963 -1.7052 -3.5055
C -3.5127 -0.6785 -0.8223
O 6.3030 -5.7378 -4.7852
O 7.2215 -2.0247 2.7300
C -2.5963 -2.4424 1.0412
B -1.3910 -0.7492 -1.9729
C -5.7978 -1.3982 0.0813
O -4.3244 -3.5700 2.9625
C -8.0081 3.9573 0.8124
C 6.1098 -5.3795 -2.4781
H 6.1648 -0.3942 5.5634
C 5.6448 -5.7533 -3.7670
H -0.1745 0.5089 -0.6029
C -4.9442 -1.1403 -1.1357
C 6.2215 1.7774 0.8046
C 7.5924 1.1128 4.9035
O -2.8016 -0.2964 -1.9888
H 4.3297 -0.5573 2.2042
C -2.6744 -1.9730 -0.4364
H 5.9407 1.1585 1.6603
H 8.0424 -2.3406 3.1225
H -2.8936 -1.6302 1.7120
Al 1.9582 -2.0893 1.0968
H -2.3805 -3.7957 -1.0196
O 3.3161 -6.0016 -0.2172
O 3.7879 -1.2757 -1.9626
H -5.2802 1.1436 0.8590
H -6.2897 7.7902 -5.4328
H -5.5796 4.2304 1.7757
C 4.3451 -2.6210 1.5177
O -4.8612 5.6063 -3.4612
O -2.8088 -3.0131 -1.3739
O 3.2107 -0.6144 0.4514
C 2.2410 1.0059 -1.5625
H 1.1621 0.4094 -3.3463
H -9.2484 3.4398 -0.6572
N -6.8760 3.1752 0.4304
H 2.7428 4.9788 3.7093
H 7.6668 -1.0702 4.9157
O -1.3562 -1.4966 -0.6703
Cs 0.4878 -4.1231 2.7556
H 5.1222 -2.8459 2.2617
H 7.6483 -0.3435 6.5281
H -6.1768 -1.4631 1.9176
C -4.6430 1.5091 0.0511
C 7.2479 -0.2724 5.5177
H 5.3383 2.7877 -0.8485
H -5.4909 -0.3974 -1.7331
H -5.9397 5.4119 -5.2240
*
```

As for the strongest force on any atom: 5.30 eV Å⁻¹. For the HOMO energy, the calculation gives -0.3235 hartree. The value obtained for the energy is -5095.591697 a.u.



> strongest force on any atom of number 1 (C15H22N2OPSr)?

5.23 eV Å⁻¹